1.
This record from the OMol25 dataset describes one molecule with the formula C17H16N2O2S. The level of theory is ωB97M-V with the def2-TZVPD basis set.

The geometry in XYZ format:
```
38
Properties=species:S:1:pos:R:3:nbo_charge:R:1
C 4.53 3.18 -1.16 -0.244
H 5.62 3.27 -1.07 0.162
O 4.12 1.84 -1.05 -0.537
C 4.46 1.26 0.19 -0.069
C 3.82 -0.11 0.27 -0.566
H 3.94 -0.62 -0.69 0.226
H 4.26 -0.69 1.08 0.214
S 2.02 0.13 0.61 0.354
C 1.36 -1.46 0.34 -0.144
C 2.16 -2.60 0.19 -0.253
C 1.59 -3.84 0.01 -0.155
C 0.21 -3.99 -0.02 -0.244
C -0.59 -2.88 0.12 -0.176
C -0.04 -1.61 0.29 -0.125
C -0.85 -0.39 0.47 0.657
O -0.35 0.64 0.90 -0.591
N -2.16 -0.48 0.08 -0.618
C -3.16 0.49 0.15 0.296
C -2.95 1.78 0.63 -0.272
C -4.00 2.68 0.67 -0.156
C -5.27 2.32 0.23 -0.243
C -5.49 1.05 -0.25 -0.125
C -4.45 0.13 -0.29 -0.259
C -4.68 -1.18 -0.77 0.269
N -4.84 -2.25 -1.15 -0.314
H -6.47 0.75 -0.59 0.226
H -6.07 3.04 0.26 0.221
H -3.82 3.67 1.04 0.220
H -1.97 2.06 0.97 0.266
H -2.46 -1.36 -0.33 0.412
H -1.67 -3.02 0.13 0.209
H -0.23 -4.97 -0.15 0.220
H 2.23 -4.70 -0.10 0.215
H 3.23 -2.52 0.24 0.219
H 4.11 1.89 1.02 0.171
H 5.56 1.17 0.27 0.171
H 4.22 3.52 -2.14 0.196
H 4.06 3.80 -0.39 0.166
```

For the LUMO energy, the calculation gives 0.004 Eh. As for the SMILES: COCCSc1ccccc1C(=O)Nc1ccccc1C#N. The calculation puts the energy above the lowest of the compared OMol25 structures with the same formula, charge and spin at 2.034 eV. As for the net charge: 0. The calculation puts the highest occupied orbital energy at -8.1 eV.

---

2.
This record from the OMol25 dataset describes one molecule with the formula C4H4N2O2. The level of theory is ωB97M-V with the def2-TZVPD basis set.

The geometry in XYZ format:
```
12
Properties=species:S:1:pos:R:3:nbo_charge:R:1
C 2.20 -0.01 0.53 -0.506
C 0.99 0.01 0.02 0.439
C -1.37 0.26 -0.17 0.370
C -0.77 -0.92 -1.18 0.714
H 3.01 -0.75 0.11 0.243
H 2.54 0.83 1.04 0.202
H -0.14 1.62 0.60 0.417
H -3.04 0.81 1.12 0.387
N -0.13 0.71 0.26 -0.618
N -2.69 0.41 0.18 -0.677
O -1.19 -1.75 -1.93 -0.475
O 0.58 -1.22 -0.59 -0.494
```

For the LUMO energy, the calculation gives -0.011 Eh. As for the SMILES: [H]/N=C1\NC(=C)OC1=O. The calculation puts the energy above the lowest of the compared OMol25 structures with the same formula, charge and spin at 3.657 eV. As for the net charge: 0. The calculation puts the highest occupied orbital energy at -9.1 eV.

---

3.
This record from the OMol25 dataset describes an isolated ion of composition C2H11N2Si2 and charge +1. The level of theory is ωB97M-V with the def2-TZVPD basis set.

The geometry in XYZ format:
```
17
Properties=species:S:1:pos:R:3:nbo_charge:R:1
C -0.92 1.57 0.36 -0.425
C -1.88 -0.45 -0.31 -0.402
N 2.18 -0.47 0.26 -1.499
N -0.77 0.06 0.36 -0.888
Si 0.56 -0.67 1.10 1.478
Si 2.53 -0.53 -1.36 1.576
H -1.24 1.87 -0.63 0.201
H -1.70 2.16 0.98 0.230
H 0.07 2.02 0.56 0.193
H -2.80 0.27 -0.12 0.213
H -1.75 -0.45 -1.39 0.183
H -2.13 -1.51 0.05 0.217
H 2.87 -0.92 0.97 0.484
H 0.31 -2.11 1.07 -0.178
H 0.65 -0.19 2.47 -0.154
H 4.00 -0.20 -1.63 -0.135
H 1.86 -0.88 -2.66 -0.094
```

For the LUMO energy, the calculation gives -0.220 Eh. As for the SMILES: CN(C)[SiH2][NH+]=[SiH2]. The calculation puts the energy above the lowest of the compared OMol25 structures with the same formula, charge and spin at 2.026 eV. As for the net charge: +1. The calculation puts the highest occupied orbital energy at -12.7 eV.

---

4.
This record from the OMol25 dataset describes a 4-piece molecular cluster, C35H69ClN6O8PS overall. The level of theory is ωB97M-V with the def2-TZVPD basis set.

The geometry in XYZ format:
```
121
Properties=species:S:1:pos:R:3:lowdin_charge:R:1
C -0.19 -9.73 5.39 -0.110
C -0.81 -8.36 5.19 -0.236
C -0.36 -7.23 6.12 -0.635
Cl 0.00 -7.78 7.78 0.697
N 0.80 -6.53 5.60 0.094
C 2.12 -7.35 5.38 -0.744
O 2.81 -7.35 6.35 0.053
O 2.14 -7.85 4.29 0.092
C 0.80 -5.26 5.33 -0.449
N -0.33 -4.44 5.59 -0.319
S -1.68 -4.65 4.55 0.831
N 1.98 -4.69 4.84 -0.141
C 1.75 -3.73 3.75 -0.144
C 0.88 -4.23 2.61 -0.542
O 0.94 -5.29 2.07 0.141
O 0.07 -3.22 2.23 0.052
P 2.68 -3.79 6.26 0.900
C 3.91 -2.79 5.42 -0.250
O 3.71 -4.84 6.93 -0.276
H -0.74 -10.44 4.78 0.077
H 0.84 -9.77 5.05 0.070
H -0.25 -10.08 6.42 0.048
H -0.55 -8.03 4.19 0.118
H -1.89 -8.44 5.25 0.112
H -1.18 -6.54 6.27 0.049
H -0.62 -4.49 6.56 0.082
H -1.85 -3.37 4.24 -0.128
H 1.39 -2.76 4.08 0.096
H 2.73 -3.56 3.30 0.130
H -0.47 -3.51 1.48 0.133
H 3.42 -1.94 4.93 0.010
H 4.60 -2.43 6.18 0.051
H 4.47 -3.35 4.67 0.063
H 3.26 -5.51 7.45 0.039
C 3.58 2.53 2.13 -0.013
C 3.41 1.00 2.27 -0.474
C 3.44 0.32 0.90 -0.137
C 2.18 0.54 0.07 -0.164
C 0.95 0.10 0.86 -0.123
C 0.85 0.80 2.22 -0.476
N 2.13 0.65 2.98 -0.065
O 2.22 -0.52 3.51 -0.053
C 0.45 2.26 1.99 -0.033
C -0.27 0.18 3.04 -0.032
C 4.60 0.51 3.08 -0.046
H 3.91 2.81 1.13 0.089
H 2.67 3.09 2.36 0.054
H 4.32 2.89 2.84 0.079
H 3.58 -0.76 1.04 0.123
H 4.32 0.67 0.36 0.122
H 2.10 1.58 -0.24 0.103
H 2.24 -0.04 -0.86 0.113
H 0.04 0.31 0.30 0.108
H 0.99 -0.98 1.01 0.113
H 0.52 2.84 2.91 0.094
H -0.58 2.31 1.65 0.074
H 1.04 2.76 1.22 0.069
H -0.12 -0.89 3.15 0.053
H -1.23 0.35 2.55 0.090
H -0.32 0.63 4.03 0.097
H 4.57 0.92 4.09 0.095
H 5.51 0.86 2.60 0.093
H 4.64 -0.57 3.15 0.069
C -5.82 3.67 -1.13 -0.014
C -4.28 3.77 -1.10 -0.476
C -3.73 4.24 -2.45 -0.137
C -3.78 3.17 -3.54 -0.162
C -3.08 1.91 -3.07 -0.133
C -3.62 1.37 -1.75 -0.488
N -3.65 2.46 -0.72 -0.079
O -2.47 2.66 -0.25 -0.036
C -5.01 0.76 -1.99 -0.041
C -2.75 0.23 -1.24 -0.043
C -3.94 4.82 -0.05 -0.050
H -6.24 4.16 -2.01 0.089
H -6.19 2.65 -1.10 0.053
H -6.25 4.16 -0.25 0.078
H -2.68 4.54 -2.32 0.110
H -4.27 5.13 -2.76 0.125
H -4.82 2.97 -3.82 0.109
H -3.29 3.55 -4.44 0.094
H -3.16 1.12 -3.83 0.126
H -2.01 2.12 -2.97 0.115
H -5.50 0.52 -1.05 0.092
H -4.90 -0.16 -2.56 0.086
H -5.68 1.40 -2.57 0.067
H -1.71 0.53 -1.15 0.060
H -2.80 -0.59 -1.95 0.088
H -3.10 -0.12 -0.27 0.093
H -4.25 4.50 0.94 0.091
H -4.49 5.74 -0.30 0.092
H -2.88 5.06 -0.02 0.077
C 1.10 0.99 -6.39 -0.013
C 0.16 2.14 -6.85 -0.480
C 0.84 3.02 -7.89 -0.141
C 1.93 3.93 -7.32 -0.169
C 1.37 4.77 -6.18 -0.133
C 0.72 3.93 -5.09 -0.489
N -0.28 2.98 -5.68 -0.079
O -1.37 3.59 -5.96 -0.034
C 1.82 3.20 -4.29 -0.040
C 0.00 4.82 -4.08 -0.037
C -1.05 1.48 -7.49 -0.047
H 1.96 0.89 -7.05 0.089
H 1.46 1.10 -5.38 0.052
H 0.56 0.04 -6.41 0.079
H 0.09 3.65 -8.37 0.125
H 1.25 2.38 -8.68 0.122
H 2.78 3.34 -6.98 0.105
H 2.31 4.59 -8.11 0.114
H 2.15 5.38 -5.73 0.125
H 0.63 5.47 -6.59 0.127
H 1.39 2.47 -3.61 0.088
H 2.36 3.93 -3.70 0.087
H 2.56 2.71 -4.92 0.067
H -0.73 5.47 -4.55 0.084
H 0.73 5.45 -3.58 0.089
H -0.51 4.22 -3.33 0.077
H -1.60 0.89 -6.75 0.088
H -0.69 0.80 -8.27 0.093
H -1.73 2.20 -7.94 0.079
```

For the LUMO energy (spin up / spin down), the calculation gives -0.008 / -0.008 Eh. As for the net charge: 0. The spin multiplicity is 4. The calculation puts the highest occupied orbital energy (spin up / spin down) at -8.6 / -8.7 eV.

---

5.
This record from the OMol25 dataset describes C24H28GeI2MgN2OS as an isolated structure. The level of theory is ωB97M-V with the def2-TZVPD basis set.

The geometry in XYZ format:
```
60
Properties=species:S:1:pos:R:3:nbo_charge:R:1
Mg 0.18 0.19 2.00 1.797
I -2.07 -2.18 -2.04 0.284
C -2.84 -1.33 -0.32 -0.175
C -4.20 -1.56 -0.02 -0.252
C -4.76 -1.12 1.15 -0.122
I -6.78 -1.48 1.48 0.274
C -3.95 -0.46 2.12 -0.145
C -4.41 -0.01 3.37 -0.051
C -3.56 0.58 4.26 -0.256
C -2.22 0.72 3.90 0.108
N -1.73 0.34 2.73 -0.681
C -2.59 -0.23 1.82 0.197
C -2.06 -0.63 0.56 0.198
O -0.74 -0.28 0.34 -0.986
H -4.80 -2.09 -0.74 0.258
H -5.46 -0.15 3.62 0.257
H -3.89 0.93 5.23 0.261
H -1.51 1.16 4.60 0.216
C -1.50 3.16 -4.84 -0.614
C -1.02 1.72 -4.96 -0.393
C -0.10 1.30 -3.81 -0.403
C -0.80 1.37 -2.44 -0.866
Ge 0.25 0.40 -1.14 1.574
C 1.22 1.68 0.02 -0.884
C 2.39 2.38 -0.70 -0.402
C 3.50 1.43 -1.14 -0.396
C 4.64 2.17 -1.81 -0.605
H -2.12 3.44 -5.69 0.236
H -0.66 3.86 -4.80 0.208
H -2.11 3.32 -3.94 0.195
H -0.48 1.59 -5.90 0.224
H -1.87 1.04 -5.00 0.201
H 0.78 1.95 -3.80 0.206
H 0.27 0.28 -4.00 0.209
H -1.81 0.98 -2.51 0.256
H -0.87 2.40 -2.09 0.245
H 1.06 -0.82 -1.57 -0.134
H 1.66 1.23 0.94 0.144
H 0.49 2.43 0.35 0.244
H 2.81 3.15 -0.04 0.225
H 1.99 2.92 -1.56 0.220
H 3.10 0.68 -1.83 0.196
H 3.87 0.87 -0.28 0.192
H 4.30 2.71 -2.70 0.215
H 5.43 1.49 -2.13 0.231
H 5.09 2.90 -1.13 0.215
S 3.93 -1.90 3.55 0.578
C 2.81 -0.66 3.28 -0.115
N 1.68 -1.01 2.73 -0.718
C 1.66 -2.38 2.46 0.168
C 0.61 -3.10 1.87 -0.260
C 0.77 -4.45 1.69 -0.158
C 1.96 -5.10 2.07 -0.175
C 3.00 -4.41 2.65 -0.185
C 2.83 -3.04 2.84 -0.250
H 3.04 0.35 3.58 0.243
H -0.32 -2.62 1.58 0.212
H -0.03 -5.03 1.24 0.239
H 2.05 -6.17 1.92 0.248
H 3.90 -4.91 2.95 0.251
```

For the LUMO energy, the calculation gives -0.229 Eh. The calculation puts the energy above the lowest of the compared OMol25 structures with the same formula, charge and spin at 0.250 eV. As for the net charge: +2. The calculation puts the highest occupied orbital energy at -13.8 eV.

---

| no. | strongest force on any atom (Eh/bohr) | energy (eV) |
| --- | --- | --- |
| 1 | 0.0235 | -35798.83509 |
| 2 | 0.1010 | -11284.88274 |
| 3 | 0.0712 | -20979.81197 |
| 4 | 0.0428 | -95376.61117 |
| 5 | 0.0061 | -119356.71758 |